--- i ---
The following is a DFT calculation (wB97M-V/def2-TZVPD) of the ion C2H7BrN4 with charge +2.

The geometry in XYZ format:
```
14
Properties=species:S:1:pos:R:3:lowdin_charge:R:1
C -0.70 -0.31 0.06 0.13
C 1.38 -1.27 -0.01 0.02
N -1.46 0.92 0.05 -0.17
N 0.56 -0.16 -0.04 0.14
N -0.72 1.88 -0.02 0.26
N -2.78 1.05 -0.03 -0.28
Br -4.10 -0.34 0.03 0.92
H -1.32 -1.16 0.08 0.14
H 2.01 -1.22 0.90 0.17
H 1.07 -2.20 -0.44 0.14
H 2.20 -1.17 -0.64 0.11
H -0.95 2.84 -0.03 0.15
H 0.82 0.77 -0.22 0.16
H -3.30 1.84 -0.32 0.10
```

## Properties
* structure (SMILES): [H]/N=[N+](/C=[NH+]/C)NBr
* LUMO level (alpha / beta): -11.69 / -11.69 eV
* highest occupied orbital energy (alpha / beta): -19.1 / -19.1 eV
* total charge: +2


--- ii ---
The following is a DFT calculation (wB97M-V/def2-TZVPD) of the ion C2H7BrN4 with charge +2.

The geometry in XYZ format:
```
14
Properties=species:S:1:pos:R:3:lowdin_charge:R:1
C -0.11 -0.27 0.07 0.02
C 1.60 -0.96 -1.47 0.01
N -0.79 0.74 0.79 -0.16
N 0.81 0.02 -0.79 0.09
N -0.49 1.92 0.45 0.31
N -1.83 0.21 1.57 -0.35
Br -1.98 -1.46 2.32 0.99
H -0.35 -1.30 0.29 0.11
H 1.13 -2.00 -1.24 0.16
H 1.79 -0.74 -2.55 0.14
H 2.63 -0.98 -1.06 0.14
H -0.73 2.77 0.87 0.13
H 0.76 1.06 -1.19 0.26
H -2.42 1.00 1.92 0.15
```

## Properties
* structure (SMILES): [H]/N=[N+](/C=[NH+]/C)NBr
* LUMO level (alpha / beta): -11.88 / -11.88 eV
* highest occupied orbital energy (alpha / beta): -19.1 / -19.1 eV
* total charge: +2


Which structure is the most stable? The one labeled ii.


--- i ---
The following is a DFT calculation (wB97M-V/def2-TZVPD) of a structure of composition C6H13NO3.

The geometry in XYZ format:
```
23
Properties=species:S:1:pos:R:3:lowdin_charge:R:1
C 1.46 3.27 1.73 -0.07
C 1.06 1.81 1.84 -0.28
O 2.23 1.02 1.83 -0.12
C 2.01 -0.36 2.01 -0.35
C 1.47 -1.02 0.73 -0.20
N 2.58 -1.11 -0.20 -0.02
C 4.18 -1.16 1.08 -0.33
O 5.16 -0.47 0.85 0.08
C 3.36 -1.01 2.35 -0.05
H 0.57 3.90 1.69 0.08
H 2.07 3.57 2.60 0.08
H 2.04 3.44 0.81 0.08
H 0.49 1.64 2.77 0.13
H 0.40 1.54 1.00 0.11
H 1.30 -0.53 2.84 0.15
H 1.11 -2.03 0.98 0.12
H 0.60 -0.48 0.33 0.11
H 3.10 -2.36 -0.46 0.25
H 3.90 -0.39 3.07 0.14
H 3.19 -2.00 2.79 0.13
H 3.04 -0.29 -0.57 0.09
O 4.37 -2.81 0.30 -0.17
H 3.95 -3.40 0.93 0.03
```

## Properties
* LUMO level: 0.63 eV
* highest occupied orbital energy: -8.9 eV


--- ii ---
The following is a DFT calculation (wB97M-V/def2-TZVPD) of the molecule C6H13NO3.

The geometry in XYZ format:
```
23
Properties=species:S:1:pos:R:3:lowdin_charge:R:1
C -0.39 -0.32 0.54 -0.44
C -0.28 0.65 -0.55 -0.18
C -0.97 -1.68 0.18 -0.01
C -0.77 2.04 -0.37 -0.02
C -0.01 0.21 -1.94 -0.01
C 1.29 -0.47 0.86 -0.68
N -1.07 0.21 1.71 0.09
O 1.64 0.91 0.26 -0.01
O 1.85 -1.37 -0.11 0.01
O 1.57 -0.64 2.04 0.02
H 2.52 0.85 -0.14 0.11
H 2.25 -2.07 0.43 0.11
H -1.14 -0.55 2.38 0.09
H -0.46 0.88 2.18 0.09
H -0.53 -2.10 -0.72 0.07
H -0.74 -2.37 1.00 0.10
H -2.05 -1.62 0.08 0.09
H -0.42 2.70 -1.16 0.09
H -1.87 2.00 -0.39 0.12
H -0.50 2.46 0.60 0.09
H 0.61 -0.68 -1.97 0.08
H 0.44 1.00 -2.53 0.10
H -0.98 -0.04 -2.39 0.12
```

## Properties
* LUMO level: -0.16 eV
* highest occupied orbital energy: -8.5 eV


Which structure is the most stable? The one labeled ii.


--- i ---
The following is a DFT calculation (wB97M-V/def2-TZVPD) of the molecule C16H22N2O3S.

The geometry in XYZ format:
```
44
Properties=species:S:1:pos:R:3:lowdin_charge:R:1
C 4.41 1.64 -0.29 -0.10
C 3.83 1.96 0.94 -0.16
H 3.92 3.13 1.12 0.17
H 4.17 1.37 1.74 0.10
O 2.32 1.43 0.77 -0.09
C 1.39 2.42 0.43 -0.50
O 1.73 3.44 0.10 0.19
C 0.03 2.11 0.23 -0.14
C -0.99 2.88 -0.35 0.08
C -2.09 2.11 -0.11 -0.53
C -1.90 1.17 0.63 -0.42
N -0.61 1.04 0.77 0.10
C 0.11 -0.31 1.53 0.05
H -0.32 -0.04 2.69 0.21
H 1.15 0.01 1.59 0.11
C -0.29 -1.55 1.18 -0.54
O -0.82 -2.48 1.77 0.06
N 0.19 -1.85 -0.10 -0.02
C 1.13 -0.83 -1.09 -0.06
C 0.18 -0.23 -2.02 -0.07
H -0.69 0.26 -1.82 0.04
H -0.29 -0.92 -2.68 0.06
H 0.83 0.54 -2.63 0.14
H 1.76 -1.49 -1.30 0.03
H 1.50 0.00 -0.66 0.04
C 0.02 -3.10 -0.72 -0.28
C 1.02 -4.32 -0.32 -0.01
H 2.02 -3.67 -0.72 0.13
H 0.98 -4.25 0.88 0.12
H 0.81 -5.15 -0.66 -0.06
H -0.14 -2.94 -1.84 0.12
H -1.06 -3.47 -0.42 0.14
C -2.93 0.20 0.86 0.00
C -4.12 0.58 0.30 -0.41
C -5.51 0.09 0.36 -0.04
H -6.10 1.04 0.91 0.19
H -5.45 -0.80 0.70 0.03
H -5.86 0.03 -0.39 -0.09
S -3.83 2.29 -0.47 0.99
H -3.06 -0.65 1.46 0.10
H -0.70 3.72 -0.58 0.04
H 3.76 2.29 -0.94 0.12
H 4.16 0.53 -0.57 0.13
H 5.36 1.75 -0.29 0.02
```

## Properties
* structure (SMILES): CCOC(=O)c1cc2sc(C)cc2n1CC(=O)N(CC)CC
* LUMO level: 0.58 eV
* highest occupied orbital energy: -8.2 eV


--- ii ---
The following is a DFT calculation (wB97M-V/def2-TZVPD) of the molecule C16H22N2O3S.

The geometry in XYZ format:
```
44
Properties=species:S:1:pos:R:3:lowdin_charge:R:1
O -0.33 -2.96 0.07 0.06
C 0.37 -2.14 0.62 -0.58
N 0.03 -0.86 0.86 0.08
H 0.76 -0.26 1.23 0.09
C -1.18 -0.23 0.33 -0.28
C -1.04 -0.16 -1.20 -0.15
H -1.06 -1.18 -1.58 0.12
H -0.05 0.26 -1.42 0.12
C -2.08 0.68 -1.96 -0.19
H -2.08 1.70 -1.58 0.11
C -3.50 0.10 -1.95 -0.20
C -4.46 0.77 -0.97 -0.20
H -4.79 1.72 -1.42 0.11
H -5.35 0.14 -0.87 0.11
C -3.93 1.10 0.42 -0.22
H -4.70 1.66 0.94 0.11
C -3.57 -0.10 1.30 -0.19
C -2.42 -0.99 0.81 -0.15
H -2.12 -1.62 1.65 0.12
H -2.75 -1.67 0.03 0.10
H -4.45 -0.73 1.42 0.11
H -3.30 0.29 2.28 0.11
H -3.06 1.76 0.33 0.09
H -3.44 -0.97 -1.75 0.10
H -3.93 0.21 -2.95 0.10
H -1.73 0.73 -2.99 0.11
H -1.18 0.78 0.75 0.14
C 1.76 -2.48 1.15 -0.33
H 1.86 -3.57 1.21 0.08
H 1.96 -2.02 2.12 0.08
S 3.07 -1.96 -0.01 1.09
C 3.38 -0.33 0.50 -0.49
N 2.61 0.20 1.45 0.03
C 2.86 1.43 1.87 -0.12
C 3.88 2.22 1.37 -0.05
C 4.67 1.70 0.36 0.01
C 4.43 0.41 -0.09 -0.13
C 5.23 -0.22 -1.15 -0.51
O 5.02 -1.33 -1.57 0.03
O 6.22 0.56 -1.62 0.11
H 6.70 0.08 -2.31 0.14
H 5.47 2.27 -0.07 0.12
H 4.04 3.22 1.75 0.10
H 2.19 1.79 2.65 0.12
```

## Properties
* structure (SMILES): O=C(CSc1ncccc1C(=O)O)NC1CCCCCCC1
* LUMO level: -0.16 eV
* highest occupied orbital energy: -8.7 eV


Which structure is the most stable? The one labeled ii.


--- i ---
The following is a DFT calculation (wB97M-V/def2-TZVPD) of a structure of composition C32H52BiClN2O4SSi.

The geometry in XYZ format:
```
94
Properties=species:S:1:pos:R:3:lowdin_charge:R:1
Bi -0.05 -0.36 0.29 1.47
C 1.93 -2.88 0.06 -0.32
C 1.94 -3.21 1.56 -0.22
N 1.23 -2.17 2.31 -0.11
C 0.01 -2.60 2.98 -0.29
C -1.20 -3.19 2.24 -0.46
S -2.10 -2.40 0.86 0.78
C -1.66 -3.48 -0.54 -0.45
C -0.17 -3.77 -0.62 -0.40
N 0.61 -2.60 -0.44 -0.30
H 2.38 -3.76 -0.46 0.11
H 2.55 -1.99 -0.11 0.05
H 2.96 -3.38 1.92 0.11
H 1.39 -4.15 1.71 0.09
H 1.77 -1.78 3.08 0.10
H -0.31 -1.77 3.61 0.07
H 0.24 -3.46 3.65 0.11
H -1.94 -3.39 3.01 0.06
H -0.91 -4.17 1.85 0.05
H -2.00 -2.92 -1.42 0.06
H -2.25 -4.40 -0.48 0.06
H -0.01 -4.26 -1.61 0.10
H 0.05 -4.58 0.10 0.08
H 1.19 -0.99 -1.91 -0.04
O -1.55 0.23 2.95 -0.11
C -1.32 1.52 3.51 -0.32
C -1.25 2.62 2.35 -0.65
O -1.51 3.79 2.68 -0.03
O -0.86 2.17 1.26 -0.10
C -2.36 1.83 4.58 -0.12
C -3.26 0.85 5.00 -0.04
C -4.19 1.11 6.01 -0.11
C -4.22 2.34 6.63 -0.13
C -3.32 3.32 6.23 -0.09
C -2.40 3.07 5.23 -0.02
C 0.05 1.40 4.17 -0.12
C 0.25 0.36 5.07 -0.05
C 1.47 0.17 5.69 -0.10
C 2.52 1.05 5.42 -0.11
C 2.32 2.09 4.53 -0.08
C 1.10 2.27 3.90 -0.01
H -2.46 0.19 2.65 0.09
H -3.23 -0.13 4.56 0.11
H -4.87 0.32 6.31 0.09
H -4.94 2.55 7.41 0.08
H -3.33 4.30 6.71 0.09
H -1.70 3.83 4.90 0.11
H -0.58 -0.31 5.29 0.11
H 1.61 -0.65 6.39 0.09
H 3.49 0.90 5.89 0.09
H 3.14 2.76 4.29 0.10
H 0.96 3.07 3.19 0.12
C 1.05 -1.00 -5.72 -0.12
C 0.93 -1.26 -4.22 -0.58
C 1.63 -2.59 -3.91 -0.13
C -0.55 -1.52 -3.90 -0.13
Si 1.54 0.12 -2.80 0.83
C 0.86 1.82 -3.43 -0.60
C 1.59 2.23 -4.71 -0.10
C -0.65 1.83 -3.71 -0.12
C 1.12 2.89 -2.36 -0.12
C 3.50 0.07 -2.81 -0.59
C 4.21 1.34 -2.34 -0.15
C 4.09 -0.26 -4.20 -0.12
C 3.94 -1.07 -1.86 -0.13
H 0.69 -1.88 -6.28 0.07
H 2.08 -0.81 -6.03 0.06
H 0.44 -0.15 -6.04 0.06
H 1.14 -3.39 -4.50 0.07
H 1.53 -2.85 -2.85 0.05
H 2.69 -2.61 -4.17 0.05
H -0.89 -2.40 -4.48 0.07
H -1.20 -0.69 -4.13 0.05
H -0.69 -1.73 -2.84 0.03
H 1.48 1.52 -5.53 0.05
H 2.66 2.39 -4.54 0.05
H 1.17 3.19 -5.03 0.08
H -0.91 1.22 -4.57 0.05
H -0.94 2.87 -3.94 0.07
H -1.20 1.49 -2.83 0.04
H 2.18 3.03 -2.15 0.05
H 0.62 2.65 -1.42 0.05
H 0.71 3.85 -2.72 0.08
H 4.07 2.17 -3.04 0.05
H 5.29 1.15 -2.30 0.07
H 3.87 1.63 -1.35 -0.03
H 3.83 0.49 -4.95 0.06
H 3.78 -1.22 -4.59 0.04
H 5.19 -0.28 -4.12 0.07
H 3.59 -0.99 -0.84 0.01
H 5.03 -1.04 -1.82 0.08
H 3.64 -2.07 -2.21 0.06
Cl 2.37 1.26 0.50 -0.19
O -1.07 0.17 -1.25 -0.81
```

## Properties
* LUMO level: 4.19 eV
* highest occupied orbital energy: -1.6 eV
* total charge: -2


--- ii ---
The following is a DFT calculation (wB97M-V/def2-TZVPD) of a structure of composition C32H52BiClN2O4SSi.

The geometry in XYZ format:
```
94
Properties=species:S:1:pos:R:3:lowdin_charge:R:1
Bi -0.21 -1.02 0.43 1.48
C 1.27 -3.29 -1.20 -0.37
C -0.19 -3.65 -1.56 -0.22
N -1.15 -2.62 -1.03 -0.27
C -2.38 -3.19 -0.45 -0.31
C -2.13 -3.89 0.93 -0.38
S -1.23 -2.79 2.12 0.85
C 0.35 -3.63 2.55 -0.44
C 1.16 -4.06 1.28 -0.27
N 1.25 -3.00 0.30 -0.27
H 1.58 -2.39 -1.92 -0.15
H 1.95 -4.13 -1.43 0.09
H -0.45 -4.61 -1.11 0.09
H -0.28 -3.81 -2.64 0.11
H -1.53 -1.91 -1.85 0.04
H -2.82 -3.93 -1.16 0.11
H -3.12 -2.43 -0.27 0.05
H -1.50 -4.78 0.81 0.05
H -3.08 -4.22 1.34 0.06
H 0.15 -4.52 3.16 0.06
H 0.93 -2.96 3.18 0.04
H 0.61 -4.88 0.80 0.09
H 2.12 -4.51 1.59 0.10
H 2.17 -2.53 0.39 0.06
O 1.65 -0.90 2.00 -0.24
C 1.60 0.45 2.59 -0.26
C -0.01 0.79 2.92 -0.56
O -0.22 1.27 4.04 0.01
O -0.90 0.53 2.02 -0.20
C 2.17 1.42 1.56 -0.15
C 3.25 1.04 0.80 -0.06
C 3.84 1.90 -0.15 -0.09
C 3.34 3.16 -0.34 -0.13
C 2.19 3.61 0.50 -0.11
C 1.67 2.75 1.42 -0.05
C 2.51 0.45 3.81 -0.13
C 2.57 1.56 4.65 -0.02
C 3.42 1.60 5.73 -0.09
C 4.26 0.53 6.00 -0.12
C 4.24 -0.58 5.17 -0.10
C 3.38 -0.61 4.08 -0.03
H 1.33 -1.49 2.68 0.03
H 3.65 0.04 0.93 0.11
H 4.70 1.56 -0.72 0.10
H 3.79 3.84 -1.05 0.11
H 1.82 4.62 0.38 0.11
H 0.86 3.09 2.05 0.12
H 1.91 2.40 4.45 0.11
H 3.42 2.48 6.38 0.09
H 4.93 0.56 6.86 0.09
H 4.89 -1.42 5.36 0.09
H 3.40 -1.47 3.42 0.11
C -0.37 3.51 -2.49 -0.12
C -0.28 2.48 -1.34 -0.60
C -0.75 3.19 -0.08 -0.12
C 1.18 2.03 -1.21 -0.21
Si -1.37 0.87 -1.53 0.88
C -1.24 -0.10 -3.41 -0.55
C -2.16 0.61 -4.42 -0.15
C 0.17 -0.08 -3.98 -0.16
C -1.62 -1.64 -3.34 -0.12
C -3.30 1.24 -1.04 -0.60
C -4.19 0.06 -1.42 -0.13
C -3.83 2.49 -1.76 -0.13
C -3.46 1.44 0.47 -0.14
H 0.23 4.40 -2.26 0.06
H -1.40 3.84 -2.65 0.05
H 0.00 3.10 -3.43 0.05
H -0.12 4.04 0.17 0.05
H -0.77 2.53 0.79 0.06
H -1.76 3.60 -0.21 0.05
H 2.02 2.89 -0.88 0.04
H 1.52 1.61 -2.16 0.06
H 1.28 1.28 -0.46 -0.03
H -1.92 1.67 -4.51 0.06
H -3.21 0.54 -4.13 0.04
H -2.07 0.16 -5.42 0.06
H 0.50 0.94 -4.22 0.06
H 0.21 -0.65 -4.93 0.07
H 0.89 -0.52 -3.31 -0.04
H -2.67 -1.80 -3.06 0.09
H -0.95 -2.22 -2.61 0.04
H -1.49 -2.11 -4.33 0.09
H -4.26 -0.08 -2.50 0.05
H -5.22 0.23 -1.07 0.07
H -3.84 -0.86 -0.96 0.04
H -3.75 2.40 -2.85 0.05
H -3.30 3.39 -1.46 0.04
H -4.90 2.65 -1.53 0.06
H -3.08 0.59 1.02 0.03
H -4.53 1.56 0.72 0.07
H -2.95 2.34 0.83 0.05
Cl 1.86 -0.99 -1.39 0.32
O -2.24 -1.06 0.54 -0.86
```

## Properties
* LUMO level: 4.38 eV
* highest occupied orbital energy: 1.1 eV
* total charge: -2


Which structure is the most stable? The one labeled i.